{"formula": "C3HF2NO", "method": "ωB97M-V/def2-TZVPD", "total_charge": 0, "symbols": ["C", "C", "C", "N", "O", "F", "F", "H"], "positions_angstrom": [[2.063, 0.510, -0.591], [-0.106, -0.683, -0.048], [2.051, -0.517, 0.340], [1.939, 1.214, -1.469], [-0.385, -1.032, -1.123], [2.050, -0.308, 1.609], [2.940, -1.570, 0.060], [-0.524, -0.345, 0.962]], "nbo_charge": [0.11, 0.45, 0.53, -0.25, -0.41, -0.29, -0.33, 0.19]}

{"formula": "C3HF3O2", "method": "ωB97M-V/def2-TZVPD", "smiles": "O=C(F)F.O=C=CF", "total_charge": 0, "symbols": ["O", "C", "F", "F", "O", "C", "C", "F", "H"], "positions_angstrom": [[0.230, -2.023, -0.991], [-0.385, -2.997, -1.150], [-1.245, -3.424, -0.208], [-0.382, -3.860, -2.080], [-2.060, -0.194, -0.989], [-1.392, 0.508, -0.398], [-0.509, 1.268, 0.218], [-0.791, 2.416, 0.789], [0.504, 1.033, 0.018]], "nbo_charge": [-0.54, 1.14, -0.32, -0.27, -0.43, 0.64, -0.11, -0.31, 0.21]}

{"formula": "C3HF3O3S", "method": "ωB97M-V/def2-TZVPD", "smiles": "O=C(F)SO[C@@H](F)C(=O)F", "total_charge": 0, "symbols": ["O", "C", "F", "S", "O", "C", "F", "C", "O", "F", "H"], "positions_angstrom": [[-1.192, 0.524, 1.559], [-1.867, -0.073, 0.786], [-3.230, 0.083, 0.743], [-1.395, -1.198, -0.430], [0.150, -1.488, -0.069], [1.210, -0.466, -0.126], [2.212, -0.932, -0.974], [0.832, 0.861, -0.678], [0.045, 1.107, -1.506], [1.668, 1.858, -0.133], [1.567, -0.276, 0.830]], "nbo_charge": [-0.55, 0.62, -0.33, 0.64, -0.65, 0.37, -0.31, 0.82, -0.46, -0.35, 0.19]}

{"formula": "C3HF3S", "method": "ωB97M-V/def2-TZVPD", "smiles": "C#S#CC(F)(F)F", "total_charge": 0, "symbols": ["C", "S", "C", "C", "F", "F", "F", "H"], "positions_angstrom": [[-0.227, -0.656, -0.512], [-0.984, 0.007, 0.720], [-1.678, 1.419, 1.073], [-2.866, 1.704, 1.738], [-2.858, 1.149, 2.998], [-3.096, 2.977, 1.864], [-3.997, 1.210, 1.263], [0.541, -1.419, -0.312]], "nbo_charge": [-0.55, 0.85, -0.45, 0.87, -0.34, -0.29, -0.32, 0.23]}

{"formula": "C3HF3S", "method": "ωB97M-V/def2-TZVPD", "smiles": "C#CSC(F)(F)F", "total_charge": 0, "symbols": ["C", "C", "S", "C", "F", "F", "F", "H"], "positions_angstrom": [[0.140, 2.579, 1.361], [-0.618, 2.083, 0.577], [-1.493, 1.180, -0.578], [-1.379, 2.355, -1.947], [-0.253, 3.125, -1.878], [-2.339, 3.288, -2.034], [-1.360, 1.732, -3.088], [0.662, 3.186, 2.079]], "nbo_charge": [-0.17, -0.27, 0.31, 0.83, -0.33, -0.32, -0.30, 0.25]}

{"formula": "C3HF5O3S", "method": "ωB97M-V/def2-TZVPD", "smiles": "O=CO[S@@](=O)(F)=C(F)C(F)(F)F", "total_charge": 0, "symbols": ["O", "C", "O", "S", "O", "F", "C", "F", "C", "F", "F", "F", "H"], "positions_angstrom": [[-1.630, 0.578, 1.522], [-2.148, -0.185, 0.758], [-1.605, -1.046, -0.113], [0.029, -1.111, -0.219], [0.340, -2.160, 0.704], [0.005, -1.734, -1.833], [0.191, 0.675, -0.209], [-0.018, 0.928, -1.543], [1.623, 0.982, 0.034], [1.959, 0.811, 1.282], [2.077, 2.275, -0.224], [2.414, 0.139, -0.736], [-3.236, -0.154, 0.578]], "nbo_charge": [-0.50, 0.64, -0.67, 2.10, -0.78, -0.47, -0.07, -0.32, 0.88, -0.29, -0.32, -0.34, 0.14]}

In the order shown, the computed relative energy (zero: lowest compared OMol25 entry of this formula, charge and spin) values come out to 251.5 0.0 0.0 564.0 86.7 319.8 kJ/mol.